HNO3P2 | ωB97M-V/def2-TZVPD

The geometry in XYZ format:
```
7
Properties=species:S:1:pos:R:3:forces:R:3
N -1.3367 -1.3792 0.0634 -0.8 2.0 -3.5
O -1.4626 -2.0284 0.9661 0.1 -1.9 2.8
O -0.2211 1.2089 0.1278 -0.7 -0.9 0.9
O 0.9402 -0.7390 1.4584 0.8 -0.7 1.3
P 0.3749 -0.3963 0.1701 0.3 2.2 -0.9
P 1.1729 1.4814 -0.7088 -0.4 0.2 -2.0
H 0.5324 1.8526 -2.0770 0.8 -0.9 1.4
```
Positions in Å, forces in eV/Å.

Results
Gap between HOMO and LUMO (alpha / beta) = 7.22 / 7.22 eV
Energy = -963.670199 a.u.
Energy above the lowest of the compared OMol25 structures with the same formula, charge and spin = 3.3 kcal per mole
Structure (SMILES) = O=N[P@]1(=O)OP1
Highest occupied orbital energy (alpha / beta) = -9.00 / -9.00 eV
Largest force on an atom = 4.12 eV/Å


C10H23N2 | ωB97M-V/def2-TZVPD

The geometry in XYZ format:
```
35
Properties=species:S:1:pos:R:3:forces:R:3
C -0.5355 2.0793 -0.0308 -0.3 -2.1 -0.6
C -0.2490 0.7148 -0.6029 -0.1 -0.8 -1.9
C -1.5984 2.9803 -0.4641 -0.4 0.4 -2.5
C -0.2844 1.9920 1.4171 -1.6 0.4 1.7
C -0.8304 0.4198 -1.9985 0.3 -0.7 -0.5
C 2.3247 -1.2728 0.0496 0.3 1.5 3.1
C 0.5531 -2.1636 -1.3836 -0.2 0.8 -0.3
C 0.5678 -1.5492 2.3840 1.6 0.9 1.7
C -1.3594 -1.8850 0.8437 -1.4 1.4 -0.7
C 0.8767 -1.5636 -0.0584 -2.7 -0.4 2.3
N 0.0842 -1.8085 1.0523 1.6 -1.2 -2.4
N 0.6972 1.8695 -0.8080 1.7 0.9 0.6
H -2.1545 2.5513 -1.3204 0.0 0.0 0.6
H -1.2373 3.9297 -0.9132 -0.3 -0.1 1.1
H -2.2383 3.0205 0.3904 -0.7 0.9 0.2
H 0.6953 1.4962 1.4158 0.0 0.6 1.5
H -1.0515 1.2463 1.8404 1.2 1.0 -0.6
H -0.5431 2.9879 1.9476 1.4 -1.5 -0.5
H -1.6128 -0.3505 -1.9225 0.3 0.2 0.0
H -0.0681 0.0284 -2.7306 -0.5 0.2 1.0
H -1.2986 1.2120 -2.5818 -0.1 0.6 0.3
H 2.7388 -0.9114 -0.8414 0.4 0.0 -1.5
H 2.8172 -2.1746 0.4087 0.3 -0.1 -0.2
H 2.6187 -0.4397 0.7856 -0.7 -1.3 -0.7
H 1.2355 -1.6633 -2.0275 0.1 0.5 -1.0
H 0.9413 -3.1475 -1.4304 0.3 -1.4 0.5
H -0.4271 -2.1774 -1.8521 -0.1 0.2 0.6
H 1.5185 -0.9478 2.3300 -1.0 -0.6 -0.1
H -0.1317 -0.8469 2.9310 0.5 -1.3 -0.4
H 0.9197 -2.4727 3.0022 -1.3 1.4 -1.2
H -1.5094 -0.8302 0.4891 -0.6 -0.2 0.7
H -1.8003 -2.4115 -0.0452 1.3 -0.3 0.9
H -2.0234 -2.1189 1.7277 1.4 0.2 -0.8
H 0.8107 2.1934 -1.7518 -0.3 0.5 -0.4
H 1.5537 2.0134 -0.2520 -0.4 -0.4 -0.5
```
Positions in Å, forces in eV/Å.

Results
Gap between HOMO and LUMO = 8.54 eV
Energy = -503.921325 a.u.
Energy above the lowest of the compared OMol25 structures with the same formula, charge and spin = 82.2 kcal per mole
Total charge = +1
Highest occupied orbital energy = -11.41 eV
Largest force on an atom = 3.60 eV/Å


C60H69N4O3PS2Zr | ωB97M-V/def2-TZVPD

The geometry in XYZ format:
```
140
Properties=species:S:1:pos:R:3:forces:R:3
Zr -0.8342 0.2402 -0.3544 -0.1 -3.0 -0.7
C 1.9942 -0.1750 -3.6420 0.0 -0.1 0.0
C 0.7810 -0.8600 -4.2710 0.1 0.0 0.6
C 0.6630 -0.3721 -5.7106 -0.1 -0.1 0.1
P -0.7236 -0.6121 -3.0877 -0.6 0.0 -1.4
C -1.9782 -1.9406 -3.6771 0.2 0.0 0.4
C -3.3866 -1.4518 -4.0299 0.1 0.2 0.1
C -1.4965 -2.9047 -4.7638 0.1 0.2 0.2
C -1.3214 0.9914 -3.6932 0.3 0.1 0.4
C -1.8047 1.1060 -4.9917 -0.1 0.2 0.2
C -2.0780 2.3224 -5.5870 0.0 0.0 0.0
C -2.4992 2.3924 -7.0247 0.1 0.1 0.1
C -1.8647 3.4621 -4.8162 -0.1 -0.2 -0.2
C -1.4232 3.3768 -3.5160 0.2 0.0 0.4
C -1.1430 2.1433 -2.8790 -0.2 0.1 -1.4
N -0.6844 2.0694 -1.5916 -0.2 -0.4 0.7
C -0.5053 3.3196 -0.9295 0.2 0.9 0.1
C 0.7698 3.9076 -0.8461 -0.1 -0.1 -0.1
C 1.9479 3.3739 -1.6039 -0.1 -0.1 -0.1
C 0.9676 5.0812 -0.1321 -0.1 0.0 -0.1
C -0.0794 5.7785 0.4426 0.0 -0.1 -0.1
C 0.1470 7.0755 1.1631 -0.1 0.0 -0.1
C -1.3518 5.2629 0.2594 0.2 0.0 -0.1
C -1.5839 4.0655 -0.4061 0.0 0.0 -0.2
C -3.0129 3.6511 -0.5927 0.1 -0.1 -0.2
H 2.7953 -0.0687 -4.3731 0.1 0.0 -0.1
H 2.3843 -0.7354 -2.7948 0.0 0.1 0.0
H 1.7167 0.8245 -3.3115 0.1 0.1 0.0
H 0.9680 -1.9381 -4.2927 0.0 0.0 0.0
H 0.4561 0.6939 -5.7409 0.0 0.1 -0.1
H -0.1085 -0.8959 -6.2633 -0.1 0.0 -0.1
H 1.6110 -0.5493 -6.2201 0.1 -0.1 0.0
H -2.0812 -2.5138 -2.7436 0.1 0.1 -0.2
H -3.4855 -1.1842 -5.0786 0.1 0.0 -0.2
H -3.6735 -0.5957 -3.4259 -0.1 -0.1 -0.1
H -4.0975 -2.2516 -3.8263 0.0 -0.1 0.0
H -1.4177 -2.4142 -5.7329 0.0 0.0 -0.1
H -2.2281 -3.7067 -4.8657 -0.1 0.0 0.0
H -0.5413 -3.3662 -4.5210 0.1 -0.1 -0.1
H -1.9441 0.2022 -5.5613 0.0 -0.1 -0.1
H -2.9150 1.4407 -7.3481 -0.1 0.0 -0.1
H -1.6414 2.6191 -7.6610 0.0 0.0 -0.1
H -3.2402 3.1731 -7.1726 -0.1 0.1 -0.1
H -2.0486 4.4370 -5.2496 0.0 0.1 0.0
H -1.2710 4.2932 -2.9635 0.0 0.0 0.0
H 2.3185 4.1419 -2.2848 0.0 0.0 0.0
H 1.6537 2.5088 -2.1885 0.1 0.0 0.0
H 2.7571 3.1098 -0.9264 0.1 0.0 0.0
H 1.9722 5.4814 -0.0796 0.1 0.1 0.0
H 1.1637 7.1329 1.5466 0.1 0.0 0.1
H -0.5537 7.1871 1.9870 0.0 0.1 0.1
H 0.0029 7.9158 0.4838 0.0 0.1 0.0
H -2.2046 5.8114 0.6337 -0.1 0.1 0.1
H -3.5125 3.5600 0.3709 -0.1 -0.1 0.0
H -3.0873 2.6993 -1.1095 -0.1 0.2 0.1
H -3.5450 4.4002 -1.1795 0.0 0.1 0.0
C -0.7137 -3.8121 6.0024 0.1 0.2 0.0
C -0.1829 -2.3682 6.0046 0.0 -0.1 0.2
C -0.9456 -1.5542 7.0548 0.1 -0.1 -0.2
C 1.3005 -2.3571 6.3983 -0.2 0.0 -0.1
C -0.3670 -1.8197 4.6014 -0.3 0.3 -0.1
C -1.4405 -1.0143 4.2217 0.4 -0.3 0.0
C -1.5725 -0.6228 2.9018 -0.3 0.1 0.1
N -0.7285 -0.9535 1.9246 0.6 0.0 0.4
C 0.2936 -1.7681 2.2657 -0.6 0.2 0.6
C 0.4931 -2.1891 3.5818 0.0 0.2 -0.4
C 1.0415 -2.3759 1.1623 0.2 -0.3 -0.8
C 1.8446 -3.5021 1.3570 -0.1 0.3 0.0
C 2.2898 -4.2710 0.2921 -0.2 0.3 -0.3
C 1.8625 -3.8600 -0.9710 0.2 -0.1 0.4
C 1.1320 -2.6974 -1.0900 -0.1 0.3 -0.2
N 0.7405 -1.9350 -0.0724 0.1 -0.5 0.6
C 3.1007 -5.5311 0.5359 0.1 -0.2 0.0
C 2.1548 -6.5845 1.1335 0.1 0.1 -0.1
C 4.2497 -5.2411 1.5131 -0.2 0.0 -0.1
C 3.6989 -6.0901 -0.7588 -0.1 0.1 0.2
H -0.5580 -4.2705 6.9775 0.0 -0.1 0.1
H -0.2046 -4.4139 5.2515 0.0 -0.1 0.0
H -1.7793 -3.8254 5.7793 -0.1 0.0 0.0
H -0.7548 -1.9697 8.0429 0.0 0.0 0.1
H -2.0198 -1.5817 6.8901 -0.1 0.0 0.0
H -0.6094 -0.5189 7.0495 0.0 0.1 0.0
H 1.4061 -2.6248 7.4466 0.0 -0.1 0.1
H 1.7170 -1.3631 6.2538 0.1 0.1 0.0
H 1.8829 -3.0674 5.8194 0.1 -0.1 -0.1
H -2.1749 -0.6848 4.9351 -0.2 0.0 0.1
H -2.4274 -0.0181 2.6189 0.2 0.0 0.0
H 1.3300 -2.8290 3.7993 0.1 -0.1 0.1
H 2.0900 -3.8091 2.3580 0.0 -0.1 0.1
H 2.0833 -4.4362 -1.8535 0.1 0.0 -0.1
H 0.8055 -2.3665 -2.0669 0.1 0.0 0.0
H 1.7176 -6.2306 2.0640 -0.1 0.0 0.1
H 2.6949 -7.5080 1.3327 0.1 -0.1 0.0
H 1.3459 -6.7978 0.4376 -0.1 0.0 0.0
H 3.8802 -4.9497 2.4925 0.0 0.0 0.1
H 4.8811 -4.4406 1.1314 0.1 0.1 0.0
H 4.8618 -6.1311 1.6425 0.0 -0.1 0.0
H 2.9196 -6.4063 -1.4480 0.0 0.0 -0.1
H 4.3097 -6.9612 -0.5304 0.0 -0.1 0.0
H 4.3291 -5.3503 -1.2487 0.1 0.0 -0.1
S -3.3310 0.3223 -1.2374 0.5 0.2 0.2
C -4.2108 -0.9121 -0.3684 0.0 -0.4 0.1
C -5.5845 -0.7832 -0.1619 0.1 0.0 -0.1
C -6.3059 -1.7763 0.4724 -0.1 -0.1 0.1
C -5.6660 -2.9264 0.9141 -0.2 0.1 0.1
C -4.3075 -3.0715 0.7205 0.1 0.1 -0.1
C -3.5669 -2.0812 0.0780 -0.3 0.2 -0.3
S -1.8844 -2.3326 -0.2756 0.1 0.2 0.0
H -6.0879 0.0955 -0.5346 0.0 0.2 0.0
H -7.3685 -1.6507 0.6308 -0.1 0.0 0.0
H -6.2313 -3.7037 1.4050 -0.1 -0.1 0.1
H -3.7951 -3.9665 1.0333 0.1 -0.2 0.1
N 1.5238 0.3301 -0.7549 1.6 0.8 0.4
C 2.6163 0.6078 -0.5017 -2.1 -0.7 -0.6
C 3.9578 0.9572 -0.2810 1.5 0.4 0.3
C 4.8045 1.2072 -1.3736 -0.4 -0.1 0.2
C 6.1055 1.6094 -1.1542 0.2 0.0 0.1
C 6.5829 1.7612 0.1427 -0.2 -0.1 0.0
C 5.7487 1.5115 1.2252 0.2 0.1 0.0
C 4.4422 1.1121 1.0255 -0.3 -0.1 -0.4
H 4.4236 1.0999 -2.3780 -0.1 0.0 -0.1
H 6.7554 1.8170 -1.9916 0.0 0.0 -0.1
H 7.6033 2.0741 0.3075 0.1 0.0 0.0
H 6.1253 1.6398 2.2307 0.0 0.0 0.0
H 3.7747 0.9331 1.8547 -0.1 0.0 0.1
O 1.4632 3.3108 2.5591 0.4 0.0 0.1
C 0.2347 3.7394 2.9206 -0.3 0.0 0.1
C 0.0579 4.8592 3.7296 0.1 0.0 0.0
C -1.2125 5.3026 4.0489 0.2 -0.1 -0.1
C -2.3310 4.6148 3.6070 -0.2 0.0 0.1
C -2.1651 3.4800 2.8438 0.1 -0.1 0.0
C -0.8965 3.0459 2.4703 0.2 -0.2 0.1
C -0.7954 1.9096 1.5317 0.3 0.9 1.1
O -1.8567 1.4296 1.0334 -0.8 0.5 0.4
O 0.3038 1.4057 1.2031 0.1 0.0 -0.2
H 2.1324 3.9331 2.8697 -0.2 0.0 0.0
H 0.9251 5.3923 4.1010 0.1 0.0 0.0
H -1.3276 6.1966 4.6424 0.0 0.1 0.1
H -3.3183 4.9753 3.8519 -0.1 0.0 0.1
H -3.0129 2.9102 2.4963 -0.1 0.0 -0.1
```
Positions in Å, forces in eV/Å.

Results
Gap between HOMO and LUMO = 5.67 eV
Energy = -3957.494003 a.u.
Energy above the lowest of the compared OMol25 structures with the same formula, charge and spin = 27.8 kcal per mole
Highest occupied orbital energy = -5.96 eV
Largest force on an atom = 3.05 eV/Å


C3H9NO3 | ωB97M-V/def2-TZVPD

The geometry in XYZ format:
```
16
Properties=species:S:1:pos:R:3:forces:R:3
O 1.2179 -2.8462 -0.3226 0.0 -0.1 0.0
C 0.3999 -2.1353 -0.8419 0.3 0.3 -0.1
C 0.5231 -0.6212 -0.8787 -0.4 0.1 0.2
C 0.9722 -0.1277 0.4972 -0.2 -0.1 -0.2
O 1.0868 1.2926 0.5073 0.6 0.0 0.1
N -0.7317 -0.0541 -1.3543 0.3 -0.2 -0.1
H -0.4927 -2.5427 -1.3449 -0.1 -0.1 0.0
H 1.3154 -0.3793 -1.5880 0.1 0.0 -0.2
H 0.2275 -0.4219 1.2393 0.0 0.0 0.1
H 1.9169 -0.6138 0.7231 0.1 0.0 0.2
H 2.0104 1.4941 0.7190 -0.5 0.1 -0.1
H -0.6720 0.9577 -1.3578 -0.1 -0.1 0.1
H -1.4816 -0.3307 -0.7313 -0.1 0.3 0.1
H -1.5169 2.4952 1.2327 0.2 -0.2 -0.2
H -2.6422 2.0662 2.1312 -0.1 -0.2 0.0
O -2.1330 1.7672 1.3698 0.0 0.2 0.2
```
Positions in Å, forces in eV/Å.

Results
Gap between HOMO and LUMO = 10.03 eV
Energy = -400.157203 a.u.
Energy above the lowest of the compared OMol25 structures with the same formula, charge and spin = 40.3 kcal per mole
Structure (SMILES) = N[C@H](C=O)CO.O
Highest occupied orbital energy = -9.44 eV
Largest force on an atom = 0.60 eV/Å


What did the second record say?
C10H23N2 | ωB97M-V/def2-TZVPD

The geometry in XYZ format:
```
35
Properties=species:S:1:pos:R:3:forces:R:3
C -0.5355 2.0793 -0.0308 -0.3 -2.1 -0.6
C -0.2490 0.7148 -0.6029 -0.1 -0.8 -1.9
C -1.5984 2.9803 -0.4641 -0.4 0.4 -2.5
C -0.2844 1.9920 1.4171 -1.6 0.4 1.7
C -0.8304 0.4198 -1.9985 0.3 -0.7 -0.5
C 2.3247 -1.2728 0.0496 0.3 1.5 3.1
C 0.5531 -2.1636 -1.3836 -0.2 0.8 -0.3
C 0.5678 -1.5492 2.3840 1.6 0.9 1.7
C -1.3594 -1.8850 0.8437 -1.4 1.4 -0.7
C 0.8767 -1.5636 -0.0584 -2.7 -0.4 2.3
N 0.0842 -1.8085 1.0523 1.6 -1.2 -2.4
N 0.6972 1.8695 -0.8080 1.7 0.9 0.6
H -2.1545 2.5513 -1.3204 0.0 0.0 0.6
H -1.2373 3.9297 -0.9132 -0.3 -0.1 1.1
H -2.2383 3.0205 0.3904 -0.7 0.9 0.2
H 0.6953 1.4962 1.4158 0.0 0.6 1.5
H -1.0515 1.2463 1.8404 1.2 1.0 -0.6
H -0.5431 2.9879 1.9476 1.4 -1.5 -0.5
H -1.6128 -0.3505 -1.9225 0.3 0.2 0.0
H -0.0681 0.0284 -2.7306 -0.5 0.2 1.0
H -1.2986 1.2120 -2.5818 -0.1 0.6 0.3
H 2.7388 -0.9114 -0.8414 0.4 0.0 -1.5
H 2.8172 -2.1746 0.4087 0.3 -0.1 -0.2
H 2.6187 -0.4397 0.7856 -0.7 -1.3 -0.7
H 1.2355 -1.6633 -2.0275 0.1 0.5 -1.0
H 0.9413 -3.1475 -1.4304 0.3 -1.4 0.5
H -0.4271 -2.1774 -1.8521 -0.1 0.2 0.6
H 1.5185 -0.9478 2.3300 -1.0 -0.6 -0.1
H -0.1317 -0.8469 2.9310 0.5 -1.3 -0.4
H 0.9197 -2.4727 3.0022 -1.3 1.4 -1.2
H -1.5094 -0.8302 0.4891 -0.6 -0.2 0.7
H -1.8003 -2.4115 -0.0452 1.3 -0.3 0.9
H -2.0234 -2.1189 1.7277 1.4 0.2 -0.8
H 0.8107 2.1934 -1.7518 -0.3 0.5 -0.4
H 1.5537 2.0134 -0.2520 -0.4 -0.4 -0.5
```
Positions in Å, forces in eV/Å.

Results
Gap between HOMO and LUMO = 8.54 eV
Energy = -503.921325 a.u.
Energy above the lowest of the compared OMol25 structures with the same formula, charge and spin = 82.2 kcal per mole
Total charge = +1
Highest occupied orbital energy = -11.41 eV
Largest force on an atom = 3.60 eV/Å